Computed, not measured: a 2-piece molecular cluster, C6H12Si overall in a non-equilibrium geometry, with ωB97M-V/def2-TZVPD.

The geometry in XYZ format:
```
19
Properties=species:S:1:pos:R:3:forces:R:3
C -0.434243 -2.886958 -1.498817 -1.09 -1.13 1.03
C -0.297733 -1.439672 -1.535709 -2.75 -0.56 1.86
C -1.498697 -2.665082 -0.342488 0.07 -0.18 -0.11
C -1.281790 -1.190645 -0.661781 -1.43 0.13 0.57
C 2.722064 2.197464 0.939989 0.62 -1.42 -0.38
C -0.242926 2.780127 1.518764 -3.33 -0.47 -0.25
Si 1.095302 2.138202 0.338142 0.49 1.01 1.45
H -0.689580 -3.512115 -2.352784 -1.02 0.72 -0.52
H 0.277203 -0.847206 -2.077972 2.53 2.65 -2.46
H -2.416769 -3.167066 -0.699983 -0.06 0.53 0.97
H -1.198068 -2.840419 0.761978 -0.50 -0.44 -1.97
H -1.916502 -0.354467 -0.238404 1.41 -0.65 -0.70
H 0.323184 -3.490005 -1.174390 2.87 -1.02 1.33
H 3.516070 1.411456 0.975865 -0.73 0.58 -1.28
H 3.118163 2.936554 1.604505 -0.81 0.46 1.08
H 0.157781 3.437522 2.251032 0.85 0.38 0.80
H -1.150519 3.391809 1.149937 1.47 -0.89 -0.17
H -0.825437 1.959332 2.126451 1.54 1.09 -1.18
H 0.742497 2.141168 -1.084337 -0.13 -0.79 -0.07
```
Positions in Å, forces in eV/Å.

Its multiplicity is 1. For the LUMO energy, the calculation gives 0.0 eV. The energy above the lowest of the compared OMol25 structures with the same formula, charge and spin comes out at 128.62 kcal per mole. The HOMO-LUMO gap comes out at 7.74 eV. As for the SMILES: C=[SiH]C.C1=CCC1. For the HOMO energy, the calculation gives -7.76 eV.

Atomic partial charges in e from the Mulliken method, atoms 1 to 6: number 1, C, carries -0.71; number 2, C, carries -0.52; number 3, C, carries -0.45; number 4, C, carries -0.29; number 5, C, carries -0.75; number 6, C, carries -1.05